--- w ---
DFT (ωB97M-V/def2-TZVPD) results for the molecule C4H11NO.

CARTESIAN COORDINATES (ANGSTROEM)
1 C 2.3647 -0.4307 -0.1567
2 N 0.9495 -0.1809 -0.4794
3 C 0.2833 0.7834 0.4188
4 C -1.0753 1.1039 -0.2035
5 O -1.8061 0.0293 -0.7422
6 C -1.9732 -1.0377 0.1855
7 H 2.7474 -1.0579 -0.9632
8 H 3.0134 0.4551 -0.1186
9 H 2.4081 -1.0345 0.7583
10 H 0.7969 0.1023 -1.4535
11 H 0.8220 1.7005 0.6142
12 H 0.1635 0.2625 1.4128
13 H -1.6901 1.6207 0.5287
14 H -0.9817 1.7846 -1.0524
15 H -2.5955 -0.7271 1.0492
16 H -2.4336 -1.9312 -0.3243
17 H -0.9933 -1.4422 0.5263

Output
SMILES = CNCCOC
net charge = 0
molar mass = 89.1 g mol⁻¹
frontier orbital gap = 9.9789 eV



--- x ---
DFT (ωB97M-V/def2-TZVPD) results for a cluster of 2 separate species, C4H11NO in total.

CARTESIAN COORDINATES (ANGSTROEM)
1 C -0.4564 0.4352 2.3937
2 C -0.6841 0.5853 0.9182
3 C 0.0883 1.3402 0.1282
4 C 0.5008 0.9149 -1.2413
5 N 1.2359 -0.3861 -1.3718
6 H -1.3297 -0.0223 2.8548
7 H 0.3766 -0.2634 2.5277
8 H -0.1099 1.2816 2.9791
9 H -1.5015 -0.0208 0.5549
10 H 0.4530 2.2950 0.4949
11 H -0.3671 0.7179 -1.8762
12 H 1.1330 1.6945 -1.6758
13 H 2.2429 -0.2662 -1.2646
14 H 1.1990 -0.5468 -2.3768
15 O -0.9534 -2.7536 -1.3685
16 H -0.2529 -2.1747 -1.0348
17 H -1.5746 -2.8307 -0.6417

Output
SMILES = C/C=C/CN.O
net charge = 0
molar mass = 89.1 g mol⁻¹
frontier orbital gap = 9.6939 eV



We find w to be the most stable, with the next structure 42.2 kJ/mol higher.



--- w ---
DFT (ωB97M-V/def2-TZVPD) results for a cluster of 9 separate species, H18O9 in total.

CARTESIAN COORDINATES (ANGSTROEM)
1 O 0.3686 -0.4394 0.7478
2 H 1.3165 -0.3241 0.6170
3 H 0.0011 0.4367 0.5852
4 O 3.7261 -1.1603 1.9232
5 H 3.4818 -2.0684 2.1348
6 H 3.0446 -0.8720 1.3056
7 O -4.7822 0.2358 0.1005
8 H -5.5004 -0.3062 -0.2452
9 H -3.9856 -0.2545 -0.1321
10 O 1.5849 -3.5557 -1.3976
11 H 0.8667 -4.1944 -1.4696
12 H 1.3773 -2.8931 -2.0661
13 O 5.9410 2.0009 -0.8196
14 H 5.9495 2.0520 -1.7821
15 H 5.1105 1.5564 -0.6156
16 O -1.4280 -0.6009 2.3363
17 H -0.5935 -0.7407 2.7980
18 H -2.0399 -0.3369 3.0327
19 O -2.4644 4.3267 -0.0710
20 H -2.6952 3.6732 0.5988
21 H -1.5152 4.4517 0.0406
22 O -2.6280 -3.1457 -1.5458
23 H -3.5828 -3.1888 -1.4214
24 H -2.2718 -3.2142 -0.6529
25 O -0.1527 2.8754 -1.3785
26 H 0.3586 2.1762 -0.9557
27 H 0.5125 3.5104 -1.6671

Output
SMILES = O.O.O.O.O.O.O.O.O
net charge = 0
molar mass = 162.1 g mol⁻¹
frontier orbital gap = 10.6453 eV



--- x ---
DFT (ωB97M-V/def2-TZVPD) results for a cluster of 9 separate species, H18O9 in total.

CARTESIAN COORDINATES (ANGSTROEM)
1 O 0.5841 -0.0232 -0.2124
2 H 0.9516 0.1340 0.6646
3 H 1.0447 -0.8113 -0.5219
4 O -2.0463 3.8957 0.5228
5 H -1.8743 4.3484 1.3561
6 H -1.3632 3.2171 0.4793
7 O -1.8143 -2.6523 1.5478
8 H -1.2040 -3.1972 1.0383
9 H -2.6856 -2.9236 1.2378
10 O -0.7289 -0.1351 -1.6208
11 H -0.0444 -0.6793 -2.0261
12 H -0.8857 -0.5531 -0.7666
13 O 3.1980 -1.5686 1.7331
14 H 3.2480 -1.4330 0.7802
15 H 3.7047 -0.8360 2.1012
16 O 4.3737 -2.0414 -1.1553
17 H 4.5900 -1.3168 -0.5577
18 H 4.5648 -1.6880 -2.0314
19 O 1.4375 4.4032 0.0495
20 H 1.8167 5.2873 0.1088
21 H 1.9648 3.9669 -0.6293
22 O -4.0030 -2.5574 -0.5725
23 H -3.1076 -2.4200 -0.2433
24 H -4.1889 -1.7626 -1.0850
25 O -2.2702 0.1800 -0.2274
26 H -3.1202 0.0324 0.2023
27 H -2.1419 1.1336 -0.1722

Output
SMILES = O.O.O.O.O.O.O.O.O
net charge = 0
molar mass = 162.1 g mol⁻¹
frontier orbital gap = 8.7868 eV



--- y ---
DFT (ωB97M-V/def2-TZVPD) results for a cluster of 9 separate species, H18O9 in total.

CARTESIAN COORDINATES (ANGSTROEM)
1 O 2.7034 -1.8165 1.7737
2 H 2.1312 -1.3183 1.1717
3 H 2.6719 -1.3114 2.5912
4 O -3.0257 -1.1479 2.1766
5 H -2.4600 -1.8410 2.5287
6 H -2.7495 -0.3351 2.6110
7 O -2.3683 2.2922 -1.3711
8 H -1.9341 1.5034 -1.0007
9 H -2.2229 2.9805 -0.7170
10 O -0.6891 0.1782 -0.3250
11 H -0.4953 -0.0606 0.5941
12 H 0.1524 0.0624 -0.7952
13 O -1.4491 -2.7706 -0.0881
14 H -1.3874 -1.8632 -0.4233
15 H -0.6260 -2.9106 0.3901
16 O 0.8507 3.2707 -1.4117
17 H 0.3128 3.8229 -0.8389
18 H 0.3681 2.4374 -1.4765
19 O 1.0786 0.9110 -3.1197
20 H 1.3341 1.5502 -3.7935
21 H 0.8897 0.0937 -3.5926
22 O 1.9499 -0.8743 -0.8459
23 H 2.1103 -1.7900 -1.1015
24 H 2.5231 -0.3421 -1.4108
25 O 0.2662 -0.1743 2.4728
26 H -0.0285 0.4813 3.1149
27 H 0.0937 -1.0281 2.8870

Output
SMILES = O.O.O.O.O.O.O.O.O
net charge = 0
molar mass = 162.1 g mol⁻¹
frontier orbital gap = 10.5825 eV



--- z ---
DFT (ωB97M-V/def2-TZVPD) results for a cluster of 9 separate species, H18O9 in total.

CARTESIAN COORDINATES (ANGSTROEM)
1 O 1.4779 2.0554 -0.3391
2 H 1.7769 1.6834 -1.2341
3 H 1.9479 2.8824 0.0069
4 O 0.4239 -1.1546 2.2599
5 H -0.1351 -1.8276 2.6529
6 H -0.0951 -0.7766 1.4799
7 O 1.0479 1.9424 2.4729
8 H 1.9989 2.0774 2.5889
9 H 1.0839 0.9514 2.0689
10 O -2.7911 -2.1116 -0.1331
11 H -1.9441 -1.6856 -0.1511
12 H -3.4711 -1.3756 -0.5521
13 O -1.1251 2.0124 -1.1901
14 H -0.3481 2.1744 -0.6901
15 H -1.2111 2.5584 -1.9231
16 O -0.4441 -0.7606 -0.2541
17 H -0.0781 -1.6576 -0.2711
18 H 0.2839 -0.0836 -0.3901
19 O -3.0191 -1.2396 1.7699
20 H -2.5601 -1.9956 2.0479
21 H -3.0091 -1.1616 0.7819
22 O 2.8269 -1.6586 -0.2501
23 H 3.5879 -1.2586 -0.3551
24 H 2.5279 -1.3466 -1.2051
25 O 0.2299 0.2594 -2.9801
26 H 0.5759 0.5814 -3.7651
27 H 0.4419 0.9164 -2.4461

Output
SMILES = O.O.O.O.O.O.O.O.O
net charge = 0
molar mass = 162.1 g mol⁻¹
frontier orbital gap = 8.8439 eV



We find y to be the most stable, with the next structure 131.4 kJ/mol higher.



--- w ---
DFT (ωB97M-V/def2-TZVPD) results for the molecule CH2IOP.

CARTESIAN COORDINATES (ANGSTROEM)
1 C 0.4875 0.6955 0.2100
2 O -0.1447 -2.1692 -0.7274
3 P -0.1632 -1.3874 0.4648
4 I -1.6865 0.8212 0.0678
5 H 0.7420 0.5468 -0.7983
6 H 0.7649 1.4931 0.7831

Output
net charge = 0
molar mass = 187.9 g mol⁻¹
frontier orbital gap = 9.1274 eV



--- x ---
DFT (ωB97M-V/def2-TZVPD) results for a cluster of 2 separate species, CH2IOP in total.

CARTESIAN COORDINATES (ANGSTROEM)
1 O -1.6469 -0.8131 -0.8406
2 C -0.6972 -0.1527 -0.9305
3 P 0.6017 0.8792 -0.9851
4 H -0.1576 1.4914 -2.0395
5 I -0.6431 -2.6472 2.0200
6 H -1.3732 -1.4244 2.9245

Output
SMILES = O=C=P.I
net charge = 0
molar mass = 187.9 g mol⁻¹
frontier orbital gap = 9.3165 eV



We find x to be the most stable, with the next structure 15.4 kJ/mol higher.



--- w ---
DFT (ωB97M-V/def2-TZVPD) results for the ion C5H15N2O with charge +1.

CARTESIAN COORDINATES (ANGSTROEM)
1 C -1.0309 2.1089 -1.3229
2 C -0.0665 1.0726 -0.7635
3 C 0.6991 1.6875 0.4615
4 O 1.8590 0.7792 0.5178
5 N -0.9221 -0.0320 -0.1956
6 C -0.7741 -1.3663 -0.5864
7 C -0.3108 -2.3181 0.5456
8 N 0.9373 -1.7980 1.2863
9 H -1.8416 2.4220 -0.7000
10 H -1.5427 1.5460 -2.1349
11 H -0.6086 2.9875 -1.8125
12 H 0.7212 0.7287 -1.4072
13 H 1.0407 2.6843 0.2746
14 H 0.1939 1.5400 1.4146
15 H 2.5300 1.0793 1.1415
16 H -1.8217 0.4342 -0.2242
17 H 0.1158 -1.3796 -1.2768
18 H -1.6745 -1.8327 -1.0531
19 H -1.1142 -2.2556 1.3201
20 H -0.1520 -3.3617 0.2380
21 H 1.9053 -1.8977 0.8574
22 H 0.8997 -2.1050 2.2561
23 H 0.9576 -0.7237 1.1637

Output
SMILES = C[C@@H](CO)NCC[NH3+]
net charge = +1
molar mass = 119.2 g mol⁻¹
frontier orbital gap = 9.7833 eV



--- x ---
DFT (ωB97M-V/def2-TZVPD) results for a cluster of 2 separate species, C5H15N2O in total.

CARTESIAN COORDINATES (ANGSTROEM)
1 O 0.0366 -1.6355 -0.1314
2 C 0.3903 -2.5066 0.6377
3 C 1.7532 -2.5958 1.2607
4 N 1.6431 -3.1499 2.5980
5 H -0.3048 -3.3125 0.8902
6 H 2.3107 -3.2956 0.6319
7 H 2.2568 -1.6195 1.1759
8 H 2.4731 -3.6591 2.8611
9 H 1.4945 -2.4331 3.2986
10 C -0.5263 1.9312 -0.2908
11 C -1.1907 1.5416 -1.5890
12 C -2.4085 2.4116 -1.8526
13 N 0.6700 1.0423 -0.0327
14 H -0.1654 2.9566 -0.2954
15 H -1.2012 1.7998 0.5529
16 H -1.4818 0.4974 -1.5371
17 H -0.4903 1.6485 -2.4184
18 H -3.1660 2.2998 -1.0792
19 H -2.1287 3.4621 -1.9117
20 H -2.8560 2.1424 -2.8063
21 H 0.4077 0.0301 -0.0779
22 H 1.3769 1.2018 -0.7485
23 H 1.1069 1.2425 0.8641

Output
net charge = +1
molar mass = 119.2 g mol⁻¹
frontier orbital gap = 10.0469 eV



--- y ---
DFT (ωB97M-V/def2-TZVPD) results for a cluster of 2 separate species, C5H15N2O in total.

CARTESIAN COORDINATES (ANGSTROEM)
1 C 1.1018 2.1778 -1.7769
2 C 0.2367 1.2090 -0.9416
3 C 0.8122 0.9320 0.4345
4 C 0.0212 -0.1221 1.1418
5 C 0.5674 -1.2587 1.5328
6 N -0.3847 -2.2559 2.1363
7 N -0.0885 -0.0478 -1.6544
8 H 1.0661 1.9368 -2.8309
9 H 0.8185 3.1974 -1.5933
10 H 2.1499 2.0672 -1.4889
11 H -0.7194 1.7356 -0.8311
12 H 1.8839 0.7201 0.3856
13 H 0.9023 1.8513 1.0255
14 H -0.9458 0.2463 1.4322
15 H 1.3600 -1.7683 1.0226
16 H -0.5975 -3.0206 1.5248
17 H -0.0800 -2.5908 3.0519
18 H -1.1988 -1.7518 2.3563
19 H 0.6515 -0.7284 -1.5634
20 H -0.3079 0.2401 -2.5958
21 H -3.1111 -0.6809 -0.0408
22 H -1.8251 -0.8730 -0.7493
23 O -2.3126 -1.2152 0.0221

Output
net charge = +1
molar mass = 119.2 g mol⁻¹
frontier orbital gap = 9.8854 eV



--- z ---
DFT (ωB97M-V/def2-TZVPD) results for a cluster of 2 separate species, C5H15N2O in total.

CARTESIAN COORDINATES (ANGSTROEM)
1 C 0.6224 -1.9770 1.2838
2 C 0.7059 -1.8822 -0.1972
3 C 1.2318 -0.5206 -0.4837
4 C 0.4039 0.3732 -1.0208
5 N 0.4102 1.7856 -0.9240
6 C -0.1878 2.6232 -2.0617
7 N -0.7903 -1.4099 1.7210
8 H 0.7461 -2.8889 1.8033
9 H 1.4387 -1.1741 1.7864
10 H 1.4571 -2.6830 -0.5711
11 H 0.0096 -2.3431 -0.8447
12 H 2.3658 -0.4083 -0.1803
13 H -0.5553 0.1784 -1.4716
14 H 1.2135 2.2453 -0.4606
15 H 0.6217 2.8574 -2.8904
16 H -1.0204 2.1809 -2.6610
17 H -0.7947 3.4356 -1.6504
18 H -0.8485 -1.4741 2.6755
19 H -1.4381 -2.1149 1.4949
20 H -0.9682 -0.4360 1.3699
21 H -1.9239 1.4824 1.6864
22 H -0.9639 1.2755 0.6248
23 O -1.7356 0.8748 0.9715

Output
net charge = +1
molar mass = 119.2 g mol⁻¹
frontier orbital gap = 8.8993 eV



We find x to be the most stable, with the next structure 78.7 kJ/mol higher.